ORCA calculation (wB97M-V/def2-TZVPD) on C28H47BrNO3P3Pd as an isolated structure.

Results
Spin multiplicity: 5
Energy above the lowest of the compared OMol25 structures with the same formula, charge and spin in kcal per mole: 62.3
Total charge: +4
Frontier orbital gap (alpha / beta) in eV: 7.6357 / 4.7773
DFT total energy in Eh: -5099.7333

Each line ends with the Mulliken charge.
CARTESIAN COORDINATES (ANGSTROEM)
1 C -1.5324 -7.2408 0.8148  -0.404
2 C -1.4352 -6.4525 -0.3648  0.481
3 C -1.7018 -7.1887 -1.5543  -0.359
4 C -1.9164 -8.5775 -1.5106  -0.346
5 N -1.9412 -9.3135 -0.3948  0.085
6 C -1.7612 -8.6273 0.7420  -0.335
7 C -1.0948 -5.0310 -0.3860  0.227
8 C -0.5663 -3.9137 -0.5480  -0.544
9 C 0.5292 -2.9908 -0.4873  1.226
10 C 0.2957 -2.2051 0.7442  -1.341
11 C 1.3910 -1.5847 1.3965  -0.071
12 C 2.6397 -1.6443 0.8902  0.527
13 C 2.9153 -2.3860 -0.3039  -0.843
14 C 1.8870 -3.1376 -0.9205  -0.746
15 Pd -0.6159 -1.0716 -0.6954  -0.200
16 P -1.5493 1.9982 0.2494  0.693
17 H -1.7332 -6.7193 -2.5385  0.440
18 H -1.4211 -6.8277 1.8129  0.469
19 H -2.0735 -9.1679 -2.4290  0.424
20 H -1.7975 -9.2503 1.6422  0.426
21 H 2.1491 -3.7944 -1.7537  0.702
22 H -0.7600 -2.3225 1.1547  0.608
23 H 3.9324 -2.4279 -0.7249  0.539
24 H 1.1588 -0.6457 1.9745  -0.163
25 C -1.0739 3.8273 0.1400  -0.613
26 C -1.9047 4.8243 -0.6569  -1.364
27 H -0.0296 3.8435 -0.2074  0.586
28 H -1.0422 4.1570 1.1958  0.430
29 H -1.4315 5.8087 -0.5350  0.457
30 H -1.9575 4.6168 -1.7316  0.179
31 H -2.9224 4.8917 -0.2655  0.246
32 C -2.6860 1.5577 -1.1496  -0.449
33 C -3.5961 0.4063 -0.7346  -1.422
34 H -2.1051 1.3113 -2.0415  0.518
35 H -3.2980 2.4327 -1.4072  0.792
36 H -3.9023 -0.1818 -1.6097  0.380
37 H -3.1340 -0.2980 -0.0195  0.317
38 H -4.5119 0.8178 -0.2893  0.308
39 C -2.8063 2.2203 1.5969  -0.435
40 C -4.0158 3.0896 1.2676  -1.562
41 H -2.2283 2.6693 2.4241  0.383
42 H -3.1067 1.2171 1.9362  0.592
43 H -4.8198 2.8577 1.9680  0.362
44 H -3.7737 4.1446 1.3922  0.409
45 H -4.4195 2.9537 0.2645  0.389
46 Br 3.8880 -0.5459 1.6101  0.080
47 P 1.7469 1.1218 -3.1229  0.115
48 C 0.4250 2.1392 -2.3928  2.250
49 C -0.1902 2.9529 -3.5370  -1.588
50 H 0.8328 2.7680 -1.5894  -0.122
51 H -0.2857 1.4472 -1.9097  -1.880
52 H -1.2605 3.1465 -3.4010  0.322
53 H 0.3402 3.9063 -3.6646  0.383
54 H -0.0627 2.3900 -4.4711  0.592
55 C 3.3058 1.6489 -2.2939  -0.257
56 C 4.4545 1.4130 -3.2877  -1.269
57 H 3.4264 1.1751 -1.3081  0.236
58 H 3.1985 2.7154 -2.0563  0.495
59 H 5.4119 1.7861 -2.9030  0.377
60 H 4.5750 0.3595 -3.5781  0.355
61 H 4.2633 1.9296 -4.2419  0.388
62 C 1.5345 -0.5951 -2.6402  2.858
63 C 1.2660 -1.4823 -3.8601  -1.340
64 H 0.6065 -0.6373 -1.9760  -1.739
65 H 2.3429 -0.9269 -1.9688  -0.031
66 H 1.2349 -2.5360 -3.5490  0.299
67 H 0.2821 -1.2196 -4.2744  0.430
68 H 2.0076 -1.3200 -4.6582  0.452
69 C -0.1486 2.9232 5.0137  -0.708
70 O -0.1451 2.9537 3.5617  -0.323
71 P 0.6379 1.8199 2.6584  0.895
72 O 2.2262 2.1520 2.9364  -0.212
73 C 2.7631 3.3140 3.5866  -0.694
74 O 0.3776 0.4506 3.5846  -0.355
75 C 1.4294 -0.2310 4.3543  -0.395
76 H -1.0961 2.4588 5.3119  0.238
77 H -0.1648 3.9458 5.4129  0.274
78 H 0.7332 2.4017 5.4356  0.323
79 H 2.7385 4.1740 2.9064  0.307
80 H 2.2511 3.5554 4.5304  0.296
81 H 3.8061 3.0610 3.7957  0.276
82 H 2.2146 -0.6351 3.6899  0.118
83 H 1.8417 0.4720 5.1031  0.293
84 H 0.9587 -1.0976 4.8452  0.262